Record 1
BiFHO2P | ωB97M-V with the def2-TZVPD basis set

The calculation puts the HOMO-LUMO gap at 6.54 eV. The spin multiplicity is 1. As for the highest occupied orbital energy: -9.1 eV. As for the total charge: 0.

Structure (XYZ):
```
6
Properties=species:S:1:pos:R:3:forces:R:3
P -0.161 1.136 0.590 -1.750 3.504 0.816
F -0.560 2.113 -0.769 0.582 -1.669 1.233
O -0.947 -0.247 0.376 0.948 0.802 -1.161
O 1.310 0.684 0.163 0.175 1.358 0.763
Bi 0.796 -1.187 -0.397 -0.318 -3.680 -2.397
H -0.437 -2.498 0.036 0.362 -0.316 0.746
```
Positions in Å, forces in eV/Å.

---

Record 2
Br2ClOPS2 | ωB97M-V with the def2-TZVPD basis set

The calculation puts the HOMO-LUMO gap (spin up / spin down) at 4.69 / 4.70 eV. For the energy above the lowest of the compared OMol25 structures with the same formula, charge and spin, the calculation gives 4.234 eV. The spin multiplicity is 1. As for the highest occupied orbital energy (spin up / spin down): -8.8 / -8.8 eV. As for the total charge: 0.

Structure (XYZ):
```
7
Properties=species:S:1:pos:R:3:forces:R:3
O -1.920 0.020 0.236 1.286 0.343 -0.180
P -0.501 0.294 -0.160 -1.347 1.031 -0.030
S 0.487 -1.206 1.166 1.291 -0.734 0.357
S 0.261 2.269 0.767 -0.493 -0.949 -0.380
Cl 2.160 -1.861 -1.980 0.157 0.219 0.827
Br 2.475 -1.453 0.405 -1.141 -0.121 -0.523
Br 2.107 2.095 -0.384 0.247 0.210 -0.071
```
Positions in Å, forces in eV/Å.

---

Record 3
Br2H2N2O2S | ωB97M-V with the def2-TZVPD basis set

The calculation puts the HOMO-LUMO gap (spin up / spin down) at 8.50 / 6.35 eV. For the energy above the lowest of the compared OMol25 structures with the same formula, charge and spin, the calculation gives 2.770 eV. The spin multiplicity is 1. As for the highest occupied orbital energy (spin up / spin down): -9.7 / -9.1 eV. As for the total charge: 0.

Structure (XYZ):
```
9
Properties=species:S:1:pos:R:3:forces:R:3
N 1.038 0.534 1.250 0.029 -0.980 -0.819
N -2.999 0.039 -1.349 -1.885 0.546 1.307
O 2.839 -1.015 0.191 -0.819 -0.025 0.036
O 0.514 -0.589 -0.854 1.741 -1.177 1.518
S 1.395 -0.898 0.300 -0.674 2.351 -1.012
Br -1.864 -0.882 -2.286 1.007 -0.773 -1.480
Br -2.599 1.795 -0.970 0.379 0.172 -0.158
H 0.132 0.363 1.628 -1.426 0.045 -0.266
H 1.545 0.653 2.090 1.647 -0.159 0.874
```
Positions in Å, forces in eV/Å.

---

Record 4
Br2H2O2Si | ωB97M-V with the def2-TZVPD basis set

The calculation puts the HOMO-LUMO gap at 10.40 eV. For the energy above the lowest of the compared OMol25 structures with the same formula, charge and spin, the calculation gives 3.100 eV. The SMILES is O=[Si](Br)Br.O. The spin multiplicity is 1. As for the highest occupied orbital energy: -11.1 eV. As for the total charge: 0.

Structure (XYZ):
```
7
Properties=species:S:1:pos:R:3:forces:R:3
O 4.098 -1.704 2.883 0.171 0.344 0.792
Si 3.949 -2.328 1.535 -0.043 -0.205 -1.722
Br 2.780 -4.086 1.012 0.057 0.063 0.162
Br 4.839 -1.600 -0.374 -0.242 -0.171 0.766
O 0.209 -0.440 0.074 0.041 0.837 0.867
H 0.366 -0.770 -0.792 0.128 -0.620 -1.104
H 0.409 0.504 -0.019 -0.112 -0.247 0.239
```
Positions in Å, forces in eV/Å.

---

Record 5
Br2H4Si2 | ωB97M-V with the def2-TZVPD basis set

The calculation puts the HOMO-LUMO gap at 10.14 eV. For the energy above the lowest of the compared OMol25 structures with the same formula, charge and spin, the calculation gives 0.077 eV. The SMILES is Br[SiH2][SiH2]Br. The spin multiplicity is 1. As for the highest occupied orbital energy: -10.2 eV. As for the total charge: 0.

Structure (XYZ):
```
8
Properties=species:S:1:pos:R:3:forces:R:3
Br 2.664 0.406 0.199 0.089 0.128 -0.296
Si 0.642 -0.372 0.671 0.143 0.145 0.503
Si -1.032 0.440 -0.726 -0.708 0.106 0.105
Br -3.045 0.464 0.323 0.562 -0.142 -0.099
H 0.402 0.101 2.036 -0.201 0.063 0.174
H 0.778 -1.824 0.711 -0.154 -0.320 -0.156
H -0.829 1.832 -1.121 0.226 0.210 -0.025
H -1.217 -0.378 -1.922 0.044 -0.189 -0.205
```
Positions in Å, forces in eV/Å.

---

Record 6
Br2MnN2O6 | ωB97M-V with the def2-TZVPD basis set

The calculation puts the HOMO-LUMO gap (spin up / spin down) at 9.41 / 3.19 eV. For the energy above the lowest of the compared OMol25 structures with the same formula, charge and spin, the calculation gives 0.000 eV. The spin multiplicity is 7. As for the highest occupied orbital energy (spin up / spin down): -6.6 / -6.0 eV. As for the total charge: -1.

Structure (XYZ):
```
11
Properties=species:S:1:pos:R:3:forces:R:3
Mn -0.346 0.232 0.096 0.168 -0.062 0.347
N 0.991 -1.355 2.528 -2.156 1.678 2.327
O 0.901 -0.895 1.333 0.441 -0.429 -1.399
O 0.363 -0.691 3.407 1.051 -1.040 -1.107
O 1.609 -2.364 2.793 0.248 0.115 -0.713
N -0.368 0.823 -2.939 4.334 3.771 -7.179
O 0.537 1.672 -2.783 0.399 0.466 -1.346
O -0.786 0.394 -1.956 -4.859 -5.054 8.045
O -0.765 0.444 -4.068 0.218 0.454 1.225
Br 0.563 2.621 0.610 -0.393 -0.354 -0.010
Br -2.699 -0.881 0.978 0.548 0.456 -0.188
```
Positions in Å, forces in eV/Å.

---

| no. | F_max (hartree/bohr) |
| --- | --- |
| 1 | 0.086 |
| 2 | 0.033 |
| 3 | 0.051 |
| 4 | 0.034 |
| 5 | 0.014 |
| 6 | 0.208 |